(1)
101
Properties=species:S:1:pos:R:3:forces:R:3:mulliken_charge:R:1 method="wB97M-V/def2-TZVPD" gap_ev=8.0 spin_multiplicity=1 charge=-1
B -26.953455 -26.963257 17.671071 1.18 0.13 -0.27 0.305
F -27.743954 -26.289663 16.742394 -0.53 0.26 -0.39 -0.175
F -26.910618 -26.267038 18.857483 -0.05 -0.11 0.22 0.283
F -27.475990 -28.257091 17.835349 0.07 -0.10 0.04 -0.651
F -25.657865 -27.116849 17.112801 -0.11 0.23 0.16 0.376
C -27.739654 -29.303136 13.672204 -0.97 -0.36 -0.65 0.509
O -28.171303 -29.248366 12.522835 0.39 0.01 0.38 -0.720
N -28.144422 -28.470269 14.657197 0.48 0.43 0.78 -0.118
N -26.896834 -30.286279 14.101419 0.77 -0.22 -0.34 -0.203
H -28.885143 -27.805698 14.549847 0.03 -0.03 -0.36 0.170
H -27.658947 -28.483117 15.537202 -0.31 -0.03 0.10 -0.233
H -26.518248 -30.352384 15.027819 -0.37 0.05 0.18 0.008
H -26.537715 -30.929404 13.421004 -0.09 0.12 -0.14 0.200
C -31.037636 -26.956438 18.369967 -0.98 -0.82 2.07 0.448
O -32.172775 -27.214976 18.786928 0.84 0.04 -0.71 -0.735
N -30.721009 -25.749751 17.864204 -0.10 0.67 -0.57 -0.165
N -29.970593 -27.775871 18.601936 0.40 0.21 -0.27 0.196
H -29.881733 -25.643437 17.330019 0.08 0.26 -0.22 0.104
H -31.498042 -25.114190 17.797963 0.21 0.04 -0.31 0.206
H -29.016495 -27.580699 18.282944 -1.32 -0.41 0.28 -0.202
H -30.165663 -28.652398 19.051157 0.00 -0.05 -0.19 -0.025
C -26.771386 -22.896608 17.599982 -0.98 1.88 1.07 0.268
O -26.751794 -21.821784 18.202992 0.73 -0.52 -0.43 -0.756
N -27.946797 -23.461827 17.284827 -0.56 -0.90 -0.73 0.058
N -25.684518 -23.573696 17.184064 0.79 0.21 0.17 0.119
H -27.915392 -24.412322 16.962952 -0.55 -0.08 0.03 -0.203
H -28.793507 -23.011085 17.571092 0.03 -0.05 0.15 0.188
H -24.837487 -23.053345 17.337290 0.25 -0.43 -0.21 0.236
H -25.754011 -24.388965 16.602124 0.27 0.02 -0.08 -0.179
C -29.113213 -24.826446 21.841345 -0.57 1.08 0.77 0.518
O -29.356791 -23.959999 22.682267 0.41 -0.60 -0.36 -0.714
N -28.549932 -26.028501 22.123655 0.21 -0.51 -0.33 -0.263
N -29.431677 -24.658755 20.526680 0.05 -0.03 0.89 -0.220
H -28.243677 -26.279486 23.042749 -0.16 0.16 0.09 0.180
H -28.481562 -26.691792 21.373629 0.20 -0.25 0.18 0.151
H -29.673730 -23.709180 20.309035 -0.01 -0.21 -0.53 0.187
H -29.182079 -25.380935 19.881863 -0.05 0.38 -0.62 0.035
C -26.875529 -31.616455 17.685148 -0.84 0.24 -1.75 0.579
O -27.824863 -31.425485 16.918966 0.28 -0.36 0.90 -0.674
N -26.192969 -30.593647 18.239892 0.38 0.04 0.13 0.237
N -26.378522 -32.860395 17.953840 0.16 0.20 0.47 -0.453
H -26.543554 -29.649797 18.081777 0.35 -0.46 0.15 -0.196
H -25.306523 -30.791349 18.665761 0.03 0.45 0.22 0.257
H -25.470687 -32.902548 18.375891 -0.03 -0.53 0.09 0.147
H -26.843866 -33.676189 17.607232 0.09 0.03 -0.18 0.256
C -24.570307 -25.660975 14.298774 0.30 -0.81 0.43 -0.365
C -23.979071 -26.988732 13.777050 -0.43 0.15 -1.00 -0.562
C -22.441809 -27.030980 13.850677 -0.66 0.04 0.29 -0.004
C -21.862006 -25.933022 13.075847 0.16 -0.16 0.12 0.120
N -21.396854 -25.108044 12.427915 -0.02 0.13 -0.01 -0.502
H -25.580321 -25.840057 14.666347 -0.04 0.07 -0.06 -0.649
H -24.596267 -24.845508 13.579863 0.23 -0.14 -0.15 0.542
H -23.952355 -25.370227 15.153176 -0.14 0.28 0.07 0.471
H -24.269309 -27.164070 12.736760 -0.03 0.28 -0.09 0.479
H -24.443654 -27.843235 14.270346 0.36 0.06 0.48 0.021
H -22.034555 -27.960836 13.454445 -0.06 -0.06 0.09 0.445
H -22.177077 -26.948159 14.907256 0.39 0.03 -0.08 -0.071
C -27.972270 -30.035087 20.892387 -1.03 -0.24 -0.03 -0.457
C -29.024382 -31.106517 20.535361 0.69 -0.36 0.49 -0.279
C -28.905363 -32.416048 21.342968 -0.23 0.15 0.81 -0.641
C -28.813953 -32.178061 22.808080 0.13 0.02 -0.65 0.222
N -28.726630 -31.936276 23.927067 -0.04 -0.07 0.02 -0.448
H -28.079782 -29.203645 20.196695 0.30 -0.04 -0.13 -0.447
H -26.968759 -30.449268 20.846671 0.08 0.16 0.06 0.291
H -28.195830 -29.622301 21.877043 0.26 -0.18 0.15 0.574
H -28.902370 -31.431032 19.501497 -0.35 0.36 -0.17 0.107
H -30.028943 -30.738177 20.741581 -0.03 0.21 -0.41 0.401
H -28.066361 -33.040006 21.035897 0.15 0.15 0.00 0.291
H -29.809323 -33.005860 21.185326 0.03 -0.09 -0.07 0.395
C -27.685452 -25.116851 12.523645 -0.61 0.76 -0.46 -1.406
C -27.844109 -24.260443 13.795548 -0.01 -1.47 0.69 0.459
C -27.026501 -22.960181 13.864158 -0.57 -0.54 0.64 0.197
C -27.360588 -22.110675 12.720096 0.59 -0.03 -0.04 0.087
N -27.601068 -21.474928 11.794809 -0.12 0.01 0.06 -0.497
H -26.679107 -25.201308 12.108570 0.23 0.30 0.47 0.227
H -28.269954 -24.652456 11.726178 -0.09 -0.29 -0.14 0.462
H -28.010719 -26.145012 12.678702 -0.25 0.08 0.03 0.335
H -27.663531 -24.986463 14.597799 1.07 0.57 0.35 -0.783
H -28.876728 -24.072794 14.107543 -0.27 0.40 -1.01 0.507
H -25.964286 -23.175733 13.972080 0.08 0.17 -0.57 0.161
H -27.276637 -22.423581 14.781958 -0.15 0.06 -0.05 0.168
N -24.179197 -24.807414 19.926699 -0.38 -0.68 0.30 0.256
C -22.974875 -24.208263 20.126560 -0.16 1.17 0.60 -0.582
C -23.016040 -23.645280 21.394609 0.26 -0.43 0.07 -0.547
C -24.255156 -23.997184 21.989390 0.07 -0.33 -0.17 -0.640
C -24.936972 -24.746805 21.070496 -0.03 0.01 -0.40 -0.424
H -24.496154 -25.264566 19.089394 0.00 0.03 -0.03 0.089
H -22.267617 -24.043006 19.330622 0.05 -0.24 0.00 0.389
H -22.222759 -23.145644 21.928250 0.07 0.18 -0.32 0.399
H -24.610291 -23.772762 22.981073 0.10 0.05 0.03 0.430
H -25.864343 -25.290751 21.143815 -0.11 0.23 -0.10 0.518
N -23.272935 -28.486809 17.065670 0.79 0.23 -0.62 0.592
C -22.615409 -29.626779 16.678214 0.06 0.41 1.11 -0.706
C -21.294724 -29.500043 17.089124 -0.93 -0.89 -0.79 -0.621
C -21.155835 -28.223394 17.654007 0.82 0.62 -0.16 -0.591
C -22.352232 -27.569424 17.550561 -1.28 -1.03 0.79 -0.517
H -24.269504 -28.337443 17.027866 0.09 0.23 -0.19 0.152
H -23.165385 -30.455595 16.263937 0.10 -0.03 -0.08 0.461
H -20.589590 -30.306173 16.964476 0.29 0.27 0.07 0.457
H -20.251461 -27.796013 18.057608 -0.01 -0.01 -0.01 0.432
H -22.713385 -26.667667 18.016230 0.18 0.16 -0.17 0.264

***

(2)
20
Properties=species:S:1:pos:R:3:forces:R:3:mulliken_charge:R:1 method="wB97M-V/def2-TZVPD" gap_ev=9.6 spin_multiplicity=1 charge=0 de_lowest_ev=2.074
C -0.206394 -0.103242 -2.533340 -2.42 1.04 1.04 -0.350
C 1.781430 0.858104 1.360567 -0.36 -0.67 -1.18 -0.172
C 0.555363 0.951561 0.835570 0.74 1.00 0.07 -0.453
C 3.069219 1.481851 0.861830 -1.25 -0.96 -0.33 -1.217
C -2.692700 -2.046958 -1.499667 -1.88 -0.85 2.77 -0.889
C -0.611084 0.432280 1.575002 -1.02 -1.16 1.24 0.874
N -0.851365 -0.848652 -1.863445 0.80 1.11 -0.76 0.306
N -1.537681 -1.335976 -1.018946 -0.88 -1.40 1.50 -0.305
F -1.770374 0.584760 0.935921 0.00 0.20 -0.49 -0.258
F -0.839420 1.050128 2.786474 0.70 -0.42 -0.49 -0.261
F -0.489780 -0.915938 1.843589 0.04 1.07 0.11 -0.253
H 0.288146 1.553501 -0.032395 0.26 -0.22 0.01 0.402
H 0.637955 -0.325471 -3.023566 2.97 -0.80 -1.74 0.300
H 1.846489 0.258751 2.253697 0.23 -0.06 0.35 0.339
H 3.082203 2.306306 1.502646 1.04 1.52 1.26 0.332
H 2.998562 1.930700 -0.117754 -0.16 -0.28 -0.49 0.340
H 3.957550 0.850640 0.950368 -0.29 0.16 0.13 0.322
H -2.995525 -2.932132 -0.824674 0.91 1.36 -1.01 0.250
H -3.577013 -1.415039 -1.508675 -0.12 0.52 0.44 0.304
H -2.645583 -2.335173 -2.483202 0.68 -1.12 -2.44 0.387

***

(3)
15
Properties=species:S:1:pos:R:3:forces:R:3:mulliken_charge:R:1 method="wB97M-V/def2-TZVPD" gap_ev=8.9 spin_multiplicity=1 charge=0 de_lowest_ev=0.972
C -0.688212 1.822607 -0.774465 -0.69 1.40 1.22 0.499
C 0.067703 -0.031618 0.066166 -1.05 -1.30 0.93 0.171
C 0.434217 -0.824705 1.278715 -0.07 -1.88 2.15 -0.173
C 1.574336 -3.046344 0.695034 1.35 0.48 0.40 0.339
C -0.209252 -0.610762 -1.165084 -0.29 2.51 1.02 -0.472
H -1.056783 3.642994 0.114419 -0.12 -0.49 -1.23 0.267
H -1.654652 3.428957 -1.471018 -2.60 1.14 -2.08 0.244
H 0.999609 -0.183099 2.215016 -1.77 -1.91 -2.97 0.266
H -0.724678 -1.425941 1.774925 3.89 1.78 -1.41 0.225
H -0.218655 -1.614148 -1.567322 0.30 0.19 0.29 0.380
N -0.982311 3.233768 -0.836780 3.05 -3.00 2.93 -0.478
N -0.286651 1.256779 0.347848 0.44 0.54 -1.95 -0.537
N 1.419395 -1.853253 0.706080 -1.82 -0.12 1.51 -0.244
S 2.212179 -4.510876 0.695368 -0.83 0.55 -0.17 -0.320
S -0.886245 0.715641 -2.078903 0.19 0.10 -0.64 -0.167

***

(4)
19
Properties=species:S:1:pos:R:3:forces:R:3:mulliken_charge:R:1 method="wB97M-V/def2-TZVPD" gap_ev="2.3 / 8.4" spin_multiplicity=2 charge=-1 de_lowest_ev=1.180
C 2.015877 0.325292 -1.782813 -0.47 -0.11 1.75 -1.332
C 1.169377 -0.165566 -0.562486 0.75 -0.76 -0.82 -0.537
C 0.190806 0.832482 -0.049497 -0.76 0.88 2.60 -0.780
N -0.398341 0.536414 1.319812 0.14 -0.98 -1.49 -0.072
C 0.022977 -0.676316 2.025649 0.12 1.61 -0.25 -1.474
H 1.438342 0.243110 -2.695657 0.39 0.17 -0.35 0.469
H 2.338291 1.337745 -1.527840 -0.34 0.27 -0.50 0.305
H 2.958018 -0.220116 -1.728960 -0.16 -0.41 -0.80 0.357
H 0.591330 -1.070057 -0.784292 0.28 -0.05 -0.27 0.286
H 1.940416 -0.481325 0.140910 -0.37 0.24 0.56 0.264
H 0.678136 1.783380 0.192589 0.20 0.21 -1.03 0.307
H -0.660570 0.962039 -0.718550 0.20 0.10 -0.30 0.384
H -0.445245 1.380378 1.861822 0.22 -0.24 0.30 0.293
H -0.287185 -1.568274 1.485360 -0.40 -0.06 0.24 0.227
H 1.115177 -0.733995 2.120546 0.09 -0.14 0.33 0.232
H -0.426275 -0.548102 3.010855 0.02 -0.75 0.07 0.670
H -4.698377 -0.306841 -0.487564 -0.09 0.46 0.02 0.740
H -3.721066 -1.306618 -0.905129 0.46 0.37 -0.20 0.717
O -3.821686 -0.323631 -0.914755 -0.29 -0.82 0.15 -2.056

***

(5)
64
Properties=species:S:1:pos:R:3:forces:R:3:mulliken_charge:R:1 method="wB97M-V/def2-TZVPD" gap_ev=4.3 spin_multiplicity=1 charge=+2 de_lowest_ev=2.484
Au -0.053968 0.024155 -0.147793 1.63 -0.74 -0.26 0.809
C 2.911379 -0.035427 2.098792 -0.46 0.24 0.17 -1.195
As 2.598971 -0.046550 0.179777 -0.67 -1.06 0.34 0.659
C 4.192755 0.889485 -0.486006 -0.58 0.68 -0.47 -1.130
C 2.929532 -1.883645 -0.369515 -0.31 0.04 -0.20 0.183
C 4.094314 -2.504872 0.069573 0.04 0.35 0.07 -0.769
C 4.396697 -3.788881 -0.353563 -0.01 -0.02 -0.01 -0.804
C 3.541872 -4.455748 -1.215858 0.04 -0.01 0.01 -0.768
C 2.373055 -3.847655 -1.642984 -0.23 0.06 -0.15 -0.615
C 2.064129 -2.555596 -1.229729 -0.16 0.06 0.16 0.552
As 0.456458 -1.674183 -1.876517 0.94 0.10 -0.16 0.943
C -0.769171 -3.059535 -2.475280 -0.39 0.20 0.41 -1.246
C 1.080245 -0.924188 -3.563197 -0.15 0.13 -0.11 -1.148
H 3.985509 -0.068206 2.301965 -0.08 -0.02 -0.29 0.534
H 2.413052 -0.884823 2.568796 -0.04 0.08 -0.19 0.366
H 2.508086 0.886288 2.522734 -0.01 -0.06 -0.06 0.392
H 5.076307 0.388934 -0.079856 -0.33 -0.20 0.11 0.470
H 4.180412 1.928965 -0.149516 -0.04 -0.13 -0.02 0.434
H 4.228509 0.865312 -1.576417 -0.05 -0.03 0.13 0.374
H 4.763968 -1.988364 0.750160 0.01 -0.10 -0.04 0.340
H 5.297599 -4.268423 -0.004639 0.08 -0.04 0.04 0.435
H 3.783815 -5.451124 -1.557437 0.00 -0.07 0.01 0.432
H 1.704714 -4.382089 -2.310449 0.08 0.01 0.07 0.361
H -0.324221 -3.654945 -3.277209 0.19 0.21 0.18 0.499
H -1.658483 -2.556944 -2.860837 0.15 -0.03 0.07 0.396
H -1.054056 -3.698303 -1.636094 0.08 0.09 -0.11 0.408
H 1.391699 -1.747390 -4.214721 -0.06 0.08 0.15 0.460
H 1.928804 -0.255659 -3.398620 -0.12 -0.11 0.09 0.302
H 0.276362 -0.367016 -4.048758 0.05 -0.05 0.07 0.418
C -1.408491 -0.813618 3.980745 0.09 -0.30 -0.28 -0.605
C -1.498974 0.456209 4.524272 -0.12 -0.04 0.21 -0.878
C -1.201094 1.565917 3.759373 0.10 0.47 -0.48 -0.522
C -0.837344 1.426314 2.414319 -0.37 -0.68 1.30 0.727
C -0.732203 0.135026 1.904588 0.44 0.08 -1.82 0.170
C -1.001432 -0.976495 2.656369 -0.22 -0.19 1.12 -0.818
C -0.609538 2.559374 1.526760 0.15 0.09 -0.38 0.776
C -1.006004 3.883301 1.814503 0.05 0.25 -0.21 -0.973
C -0.787805 4.869811 0.890915 0.07 -0.20 0.24 -1.076
C -0.145840 4.574384 -0.332086 0.04 -0.55 -0.14 1.258
C 0.136617 5.521566 -1.336936 0.17 -0.02 -0.08 -0.845
C 0.753720 5.141869 -2.499147 -0.07 0.17 0.01 -0.677
C 1.112060 3.800922 -2.715719 -0.03 -0.17 0.16 -0.843
C 0.845475 2.855551 -1.763141 0.13 -0.07 -0.14 -0.203
C 0.213014 3.215925 -0.558615 -0.06 0.75 -0.27 0.082
N -0.042722 2.270089 0.366197 0.01 -0.09 0.32 0.331
H -1.639315 -1.683570 4.574062 -0.08 -0.08 0.18 0.462
H -1.818958 0.582924 5.548406 0.07 0.01 0.07 0.438
H -1.245601 2.548049 4.203240 -0.09 0.12 0.16 0.395
H -0.907379 -1.971911 2.241363 -0.05 0.00 0.03 0.424
H -1.512002 4.105163 2.739766 -0.01 -0.01 0.07 0.449
H -1.099739 5.882466 1.100312 -0.04 0.11 -0.02 0.479
H -0.116334 6.556201 -1.166047 -0.08 0.13 0.00 0.461
H 0.972533 5.869682 -3.265221 -0.01 0.11 -0.01 0.417
H 1.603450 3.519569 -3.635146 0.03 0.00 -0.08 0.463
H 1.110490 1.808601 -1.896276 -0.02 0.16 -0.14 0.068
N -4.308694 -1.359674 -0.915956 -0.05 -0.34 -0.25 -0.318
C -3.371379 -0.419828 -0.879838 -0.57 0.62 0.45 0.582
O -2.198641 -0.655622 -1.188651 0.94 -0.16 -0.17 -0.653
C -3.810512 0.955001 -0.463688 0.00 0.10 0.36 -0.932
I -4.365585 0.965655 1.625364 0.02 0.03 -0.40 0.136
H -4.077434 -2.301835 -1.195327 0.02 0.12 0.07 0.229
H -5.269134 -1.166198 -0.679108 0.07 0.08 0.04 0.222
H -4.686418 1.276571 -1.021945 0.00 0.00 0.04 0.541
H -2.997372 1.666840 -0.596818 -0.07 -0.13 0.04 0.136